# 1
Density functional theory data (ωB97M-V/def2-TZVPD) for a molecular structure, C36H65AlBF9NO10S in a non-equilibrium geometry.

Computed properties:
- Gap between HOMO and LUMO: 5.23 eV
- Total charge: -1
- E_HOMO: -4.12 eV

Atoms and positions in Å:
C: 2.893 1.767 4.832
C: 1.351 2.164 5.187
O: 0.409 1.384 4.414
B: 0.152 1.955 3.103
O: 0.406 3.332 2.716
Al: -0.707 0.639 1.699
C: -2.086 -0.465 2.801
C: -3.277 0.596 3.158
C: -3.705 0.587 4.705
C: -2.539 0.992 5.739
N: -2.183 2.448 5.737
C: 0.800 -0.494 0.906
C: 0.544 -2.085 0.926
C: 1.987 -2.824 1.157
C: 2.175 -4.131 0.251
C: 2.595 -3.814 -1.287
F: 1.544 -3.083 -1.873
F: 2.543 -5.125 -1.922
C: 4.080 -3.297 -1.473
F: 4.774 -3.537 -0.238
F: 4.742 -4.155 -2.418
S: 4.384 -1.540 -1.994
F: 5.742 -2.062 -2.873
F: 3.483 -1.638 -3.381
F: 3.170 -0.896 -1.076
F: 5.408 -1.335 -0.652
F: 4.796 0.015 -2.434
C: -1.794 1.725 0.344
C: -1.296 1.634 -1.162
C: -2.266 0.970 -2.215
C: -1.927 0.857 -3.730
C: -0.584 1.419 -4.300
C: -0.189 1.369 -5.863
C: 0.388 2.050 -3.254
C: 0.042 2.168 -1.726
H: 3.414 1.435 5.810
H: 3.461 2.607 4.310
H: 2.844 0.816 4.184
H: 1.165 3.293 5.163
H: 1.214 1.851 6.293
H: 1.347 3.585 2.848
H: -1.583 -0.805 3.775
H: -2.536 -1.332 2.209
H: -2.943 1.679 2.915
H: -4.208 0.400 2.510
H: -4.539 1.385 4.831
H: -4.193 -0.403 5.040
H: -2.957 0.774 6.797
H: -1.632 0.297 5.625
H: -2.392 2.894 4.834
H: -2.731 2.920 6.476
H: 0.917 -0.195 -0.199
H: 1.765 -0.216 1.487
H: -0.133 -2.313 1.839
H: -0.012 -2.487 0.015
H: 2.863 -2.089 1.136
H: 1.936 -3.201 2.252
H: 2.846 -4.938 0.709
H: 1.130 -4.618 0.159
H: -2.879 1.330 0.363
H: -1.783 2.831 0.664
H: -3.262 0.559 -1.854
H: -2.642 0.358 -4.477
H: -1.164 1.346 -6.485
H: 0.519 0.518 -6.128
H: 0.284 2.401 -6.084
H: 1.376 2.460 -3.678
H: 0.794 2.672 -1.024
O: -3.663 2.924 -6.578
C: -3.545 3.042 -7.775
O: -2.448 3.632 -8.287
C: -2.117 3.655 -9.684
C: -2.805 4.808 -10.385
C: -4.651 2.623 -8.703
H: -2.329 2.690 -10.153
H: -1.035 3.794 -9.740
H: -3.892 4.717 -10.340
H: -2.505 4.854 -11.435
H: -2.547 5.755 -9.903
H: -5.386 3.426 -8.770
H: -5.128 1.732 -8.289
H: -4.310 2.351 -9.700
O: 1.513 4.630 -8.678
C: 1.194 5.788 -8.525
O: 1.627 6.728 -9.389
C: 1.155 8.083 -9.409
C: 1.920 8.940 -8.422
C: 0.394 6.211 -7.327
H: 0.074 8.124 -9.252
H: 1.334 8.453 -10.421
H: 1.781 8.595 -7.396
H: 1.594 9.981 -8.483
H: 2.992 8.895 -8.629
H: 1.067 6.361 -6.481
H: -0.315 5.415 -7.087
H: -0.200 7.108 -7.488
O: -2.664 -2.378 6.105
C: -1.565 -2.768 6.426
O: -1.286 -3.006 7.724
C: -0.088 -3.647 8.184
C: 1.038 -2.647 8.342
C: -0.469 -2.905 5.409
H: 0.182 -4.485 7.535
H: -0.327 -4.078 9.160
H: 1.299 -2.181 7.391
H: 1.930 -3.132 8.746
H: 0.740 -1.841 9.018
H: 0.002 -1.933 5.256
H: -0.912 -3.243 4.469
H: 0.286 -3.643 5.672
O: 1.630 -5.691 5.719
C: 1.297 -6.837 5.919
O: 0.024 -7.118 6.256
C: -0.520 -8.444 6.327
C: -0.249 -9.072 7.679
C: 2.307 -7.949 5.890
H: -0.162 -9.059 5.498
H: -1.599 -8.339 6.189
H: 0.822 -9.181 7.864
H: -0.714 -10.058 7.745
H: -0.645 -8.441 8.478
H: 2.809 -8.002 6.856
H: 3.043 -7.724 5.114
H: 1.886 -8.920 5.638

***

# 2
Density functional theory data (ωB97M-V/def2-TZVPD) for a molecular structure, C30H64N4NaO6P2.

Computed properties:
- Gap between HOMO and LUMO: 6.90 eV
- Total charge: +1
- E_HOMO: -8.98 eV

Atoms and positions in Å:
Na: 1.007 0.006 -0.721
C: 2.776 3.274 -2.526
C: 3.210 3.415 -1.089
O: 2.732 2.309 -0.351
C: 3.580 1.878 0.687
C: 3.006 0.594 1.244
O: 3.007 -0.456 0.290
C: 4.274 -1.045 0.065
C: 4.666 -1.073 -1.428
O: 3.918 -0.138 -2.184
C: 3.518 -0.625 -3.452
C: 2.358 -1.594 -3.346
O: 1.217 -0.964 -2.781
C: 0.172 -0.703 -3.709
C: -0.951 -0.002 -2.979
O: -0.624 1.319 -2.577
C: -0.551 2.291 -3.602
C: 0.871 2.764 -3.815
O: 1.367 3.286 -2.603
H: 3.165 2.321 -2.902
H: 3.209 4.090 -3.120
H: 2.837 4.350 -0.654
H: 4.306 3.445 -1.072
H: 3.648 2.627 1.488
H: 4.593 1.707 0.300
H: 1.959 0.738 1.519
H: 3.555 0.301 2.146
H: 4.235 -2.073 0.437
H: 5.037 -0.518 0.642
H: 4.522 -2.082 -1.819
H: 5.732 -0.838 -1.525
H: 4.355 -1.101 -3.977
H: 3.216 0.251 -4.030
H: 2.616 -2.429 -2.690
H: 2.123 -2.008 -4.332
H: -0.206 -1.648 -4.119
H: 0.547 -0.099 -4.544
H: -1.151 -0.532 -2.044
H: -1.852 -0.009 -3.603
H: -1.177 3.139 -3.307
H: -0.944 1.900 -4.547
H: 0.889 3.525 -4.606
H: 1.494 1.923 -4.141
C: -3.104 4.161 0.616
N: -2.973 2.722 1.103
C: -2.463 2.744 2.546
N: -1.257 3.487 2.654
C: -1.445 4.840 2.144
N: -1.873 4.859 0.748
C: -0.826 4.358 -0.156
P: -0.326 2.583 0.154
C: -2.058 1.937 0.212
C: -0.135 2.808 1.995
H: -3.877 4.631 1.227
H: -3.425 4.115 -0.425
H: -3.893 2.279 1.099
H: -2.320 1.705 2.841
H: -3.254 3.206 3.140
H: -0.509 5.388 2.234
H: -2.205 5.341 2.749
H: 0.050 5.002 -0.055
H: -1.167 4.461 -1.188
H: -1.961 0.883 0.533
H: -2.480 1.946 -0.795
H: 0.774 3.384 2.184
H: -0.002 1.830 2.457
C: -0.860 -0.736 3.530
C: -1.795 -1.734 2.827
C: -1.990 -2.949 3.737
C: -3.157 -1.034 2.705
P: -1.109 -2.001 1.042
N: -0.657 -0.673 0.398
C: 0.306 -3.299 1.218
C: 1.251 -2.777 2.311
C: -0.061 -4.748 1.548
C: 1.128 -3.304 -0.084
C: -2.507 -2.843 0.053
C: -1.885 -3.433 -1.223
C: -3.481 -1.755 -0.425
C: -3.309 -3.946 0.749
H: -1.416 -0.164 4.280
H: -0.434 -0.055 2.793
H: -0.044 -1.228 4.054
H: -2.452 -2.619 4.673
H: -1.048 -3.423 4.000
H: -2.643 -3.703 3.301
H: -3.450 -0.648 3.686
H: -3.946 -1.708 2.379
H: -3.113 -0.200 2.001
H: 0.859 -2.948 3.311
H: 1.452 -1.713 2.185
H: 2.203 -3.311 2.246
H: -0.653 -4.845 2.454
H: 0.863 -5.316 1.701
H: -0.598 -5.232 0.735
H: 1.154 -2.306 -0.516
H: 0.722 -3.984 -0.829
H: 2.150 -3.627 0.133
H: -1.168 -2.746 -1.676
H: -2.678 -3.626 -1.951
H: -1.385 -4.381 -1.036
H: -2.936 -0.924 -0.869
H: -4.105 -1.363 0.374
H: -4.149 -2.181 -1.178
H: -2.678 -4.715 1.186
H: -3.954 -4.433 0.012
H: -3.959 -3.554 1.530

***

# 3
Density functional theory data (ωB97M-V/def2-TZVPD) for 2 unconnected molecules or ions with the total composition C3H4NOS in a non-equilibrium geometry.

Computed properties:
- Gap between HOMO and LUMO (spin up / spin down): 6.75 / 7.89 eV
- Total charge: +1
- Multiplicity: 3
- E_HOMO (spin up / spin down): -12.65 / -16.72 eV

Atoms and positions in Å:
C: -3.119 0.935 -0.120
C: 2.053 -0.805 -0.043
C: 0.607 -0.421 0.145
N: -2.006 0.611 -0.154
O: 2.600 0.380 -0.030
S: 1.192 1.259 0.014
H: -4.143 1.195 -0.143
H: 2.533 -1.652 -0.232
H: -0.115 -0.882 -0.570
H: 0.399 -0.620 1.133